42
Properties=species:S:1:pos:R:3:forces:R:3:nbo_charge:R:1 method="wB97M-V/def2-TZVPD" relative_energy_ev=0.7719 charge=+1 mol_weight_g_mol=566.48
Ta 1.313130 0.232874 0.445837 -0.07 1.42 -1.79 1.758
O 5.065521 0.900927 1.121745 -0.35 0.38 0.01 -0.455
C 4.215531 0.085183 1.114412 0.03 0.97 0.53 0.794
O 2.834940 0.506468 1.380695 1.89 -0.65 0.62 -0.753
C 4.432936 -1.342905 0.923290 -0.41 -0.32 0.41 -0.252
C 5.714855 -1.767113 1.313985 0.15 0.17 0.03 -0.110
C 6.075896 -3.101179 1.194521 -2.18 -0.53 -0.87 -0.204
C 5.115492 -4.013250 0.665440 -0.05 0.40 -0.76 -0.134
C 3.853829 -3.534695 0.149362 1.71 -0.89 1.78 -0.223
C 3.472494 -2.225532 0.405716 0.30 -0.18 -1.25 -0.085
S 1.872150 -1.819433 -0.411340 1.14 -0.78 0.45 -0.010
H 6.429924 -1.019586 1.719793 -0.70 -0.62 -0.42 0.257
H 7.057615 -3.409910 1.445547 0.63 -0.39 0.35 0.240
H 5.374476 -5.102944 0.543269 -0.33 1.39 0.14 0.244
H 3.179618 -4.239084 -0.316972 -0.01 0.06 -0.05 0.242
C -5.255401 1.178866 -1.272857 0.25 0.31 0.12 -1.110
Si -3.918593 0.333084 -0.224139 -2.31 0.39 0.62 1.618
C -3.480865 -1.233564 -1.055629 -1.08 -0.75 -0.47 -1.139
C -4.743748 0.103806 1.465593 1.23 -2.45 -1.18 -1.091
C -2.440706 1.468620 -0.040702 1.85 0.85 -1.02 -0.502
C -2.421880 2.702047 -0.695926 -1.29 -0.49 0.25 -0.053
C -1.379575 3.621392 -0.507629 -2.70 0.22 -1.52 -0.259
C -0.252944 3.221646 0.046655 2.59 0.93 1.85 0.077
N -0.062025 1.967255 0.514636 -1.59 -0.08 -0.36 -0.606
C -1.165502 1.169516 0.481942 -0.24 -0.17 0.82 0.137
S -0.780847 -0.363640 1.239306 -1.37 -0.90 0.89 -0.052
H -6.282115 0.769509 -1.097814 1.02 -0.11 -0.44 0.266
H -4.939085 1.203894 -2.326041 -0.53 -0.31 0.09 0.239
H -5.363852 2.223170 -1.000613 0.00 0.37 0.21 0.232
H -4.398829 -1.629920 -1.606467 1.26 0.52 0.63 0.267
H -3.221496 -1.950372 -0.289642 0.27 -0.47 0.03 0.249
H -2.654686 -1.096166 -1.742165 0.13 -0.19 -0.26 0.246
H -5.611705 -0.539697 1.340502 -0.09 -0.34 -0.33 0.249
H -5.161272 0.957781 1.874009 -0.26 1.97 1.05 0.245
H -4.078476 -0.467840 2.132008 -0.22 0.55 0.19 0.237
H -3.330016 2.920907 -1.283945 0.70 0.45 0.36 0.239
H -1.553990 4.633563 -0.819855 0.31 0.29 -0.11 0.250
H 0.472782 4.002615 0.317082 0.21 -0.80 -0.43 0.233
F 1.484546 2.418232 -1.860032 -0.46 1.08 -0.66 -0.294
C 1.649494 1.179978 -1.512817 -0.45 -1.21 2.40 0.222
F 0.467749 0.362742 -1.750540 -0.32 0.34 -0.40 -0.370
H 2.414647 0.692761 -2.020207 1.30 -0.45 -1.51 0.160